No. 1
Computed, not measured: a cluster of 2 separate species, C6H16N2O in total at a distorted geometry, with ωB97M-V with the def2-TZVPD basis set.

```
25
Properties=species:S:1:pos:R:3:forces:R:3
C 0.54075 -0.67838 -1.36276 -0.40 2.19 -0.28
C 1.53068 -1.15819 -0.15061 -2.32 -1.05 -2.68
C 0.71875 -1.22329 1.14486 0.57 -2.43 0.44
N 1.31582 1.87433 1.13582 -3.02 -2.43 3.37
C 0.04079 1.20225 1.01788 -1.10 -0.66 0.29
C -0.28285 -0.10474 1.22358 1.55 0.06 1.07
C -1.65854 -0.60530 1.67592 0.50 0.98 -3.99
N -0.71650 -1.35934 -1.82386 5.32 0.48 -4.79
H 0.17441 0.44031 -1.25398 1.28 -2.74 0.30
H 1.07119 -0.57461 -2.26945 1.31 -0.14 -0.90
H 2.37061 -0.48538 -0.07887 0.11 0.44 -0.13
H 1.94252 -2.13799 -0.53535 -0.40 0.76 0.93
H 1.45020 -1.40483 1.94014 -0.06 0.85 0.46
H 0.17747 -2.24298 1.26734 0.55 1.63 -0.76
H 1.70736 2.18819 0.35898 1.39 2.30 -4.70
H 2.03808 1.29213 1.49318 0.21 -0.87 0.88
H -0.85445 1.81094 0.75962 0.91 0.30 0.67
H -1.83680 -1.65402 1.20745 0.02 1.78 1.42
H -2.27353 0.16059 1.11981 -0.52 -0.93 1.21
H -1.62275 -0.46740 2.73167 -0.81 -0.50 0.79
H -0.62938 -2.26964 -2.29202 0.32 0.63 0.53
H -1.23705 -1.41485 -1.10144 -5.09 -0.93 6.06
H -1.59839 1.06257 -2.24016 0.66 1.35 0.17
H -0.75467 1.82287 -1.28718 2.47 -0.50 4.29
O -1.20719 1.95938 -2.03708 -3.45 -0.56 -4.63
```
Positions in Å, forces in eV/Å.

Summary:
Kohn-Sham gap	0.3385	hartree
HOMO level	-8.40	eV
SMILES	C/C(=C/N)CCCN.O
LUMO	0.82	eV
total charge	0
maximum force	7.965	eV/Å

Results of the Mulliken charge analysis, in e, for atoms 1 through 6: atom 1 (C): -0.051, atom 2 (C): -0.528, atom 3 (C): -0.923, atom 4 (N): -0.595, atom 5 (C): -0.916, atom 6 (C): 1.072


No. 2
Computed, not measured: a structure of composition C25H31CoN4O3P, with ωB97M-V with the def2-TZVPD basis set.

```
65
Properties=species:S:1:pos:R:3:forces:R:3
Co -0.69219 -0.55072 -0.42159 -0.52 -0.04 -0.65
C -2.00508 -2.70404 3.45527 -0.02 -0.02 -0.01
N -2.06876 -1.25660 3.19362 0.06 -0.01 0.00
C -2.61525 -0.40901 4.26679 0.00 0.02 0.02
C -1.60897 -0.74859 2.08857 0.01 -0.07 -0.06
O -1.10622 -1.47551 1.15776 0.14 0.22 0.02
C -1.63263 0.75536 1.88747 0.18 0.12 0.03
O -1.25411 0.99929 0.51476 -0.28 -0.03 0.21
C -1.94387 2.00323 -0.25779 0.18 0.11 0.08
C -1.86762 1.55000 -1.70460 -0.03 0.03 -0.09
O -1.24553 0.46261 -1.96777 0.19 -0.12 0.36
N -2.43836 2.27356 -2.62339 0.07 -0.03 0.03
C -3.18340 3.49996 -2.29569 -0.02 0.04 -0.01
C -2.41377 1.87911 -4.04018 -0.02 -0.02 -0.05
H -2.99828 -3.04779 3.73636 0.00 0.00 -0.01
H -1.31700 -2.88644 4.27984 -0.01 0.01 0.01
H -1.67258 -3.22884 2.56765 0.00 0.00 0.00
H -2.99556 -1.05934 5.04806 0.01 0.00 0.00
H -3.44428 0.19696 3.90416 0.00 -0.01 0.00
H -1.83873 0.22577 4.69382 0.00 0.00 -0.01
H -0.88090 1.21578 2.53561 -0.05 0.04 0.02
H -2.60352 1.20224 2.09635 -0.06 -0.07 -0.03
H -1.42676 2.95608 -0.12540 -0.05 0.01 0.01
H -2.97490 2.10673 0.08402 -0.03 -0.06 -0.04
H -2.63298 4.11948 -1.59018 -0.01 -0.01 0.00
H -4.17049 3.25763 -1.90149 0.01 -0.01 0.00
H -3.31049 4.07205 -3.20983 0.01 -0.01 0.00
H -1.92816 0.91707 -4.15188 0.00 0.01 0.00
H -1.87696 2.63675 -4.60880 0.00 0.01 0.01
H -3.43836 1.82053 -4.40338 0.00 0.00 0.01
N 1.65976 -2.08218 0.01671 -0.11 -0.03 -0.15
P 1.40456 -0.42507 0.02801 0.21 0.01 -0.01
C 2.36720 0.42097 -1.19987 0.14 0.14 0.07
C 1.86919 0.87883 -2.42219 0.05 -0.10 0.02
C 2.73419 1.46865 -3.32960 0.01 -0.01 -0.02
C 4.08401 1.59757 -3.03077 0.00 0.01 -0.01
C 4.58631 1.13576 -1.81975 -0.02 -0.01 -0.02
C 3.73349 0.55073 -0.90314 0.01 -0.01 0.13
C 1.73365 0.16410 1.66460 0.03 -0.11 -0.13
C 2.12072 1.49558 1.84610 -0.02 0.06 0.06
C 2.32336 1.97454 3.13095 0.00 0.02 -0.03
C 2.15218 1.13025 4.22240 0.00 0.01 0.00
C 1.77089 -0.19660 4.04047 0.00 -0.03 -0.03
C 1.55123 -0.68557 2.76347 0.02 0.02 0.07
C 0.95150 -2.74833 -0.98201 -0.04 -0.01 0.05
C 1.30979 -3.97182 -1.52137 0.03 -0.01 -0.01
C 0.51279 -4.50241 -2.51782 0.03 -0.02 0.02
C -0.60635 -3.80350 -2.96857 -0.02 0.06 0.00
C -0.90271 -2.59614 -2.38874 0.01 -0.02 -0.04
N -0.14262 -2.08397 -1.39785 -0.02 -0.12 0.17
H 2.50359 -2.50714 0.37933 0.02 0.02 -0.01
H 0.82895 0.75558 -2.67637 -0.07 0.01 0.00
H 2.35940 1.82151 -4.28072 -0.01 0.00 0.00
H 4.75184 2.05724 -3.74719 0.00 0.00 0.00
H 5.63895 1.23383 -1.59280 0.00 -0.01 0.01
H 4.12829 0.20202 0.04528 0.02 0.01 -0.02
H 2.28569 2.14264 0.99298 -0.01 0.00 0.01
H 2.63623 2.99898 3.28056 0.01 0.00 0.01
H 2.33427 1.50369 5.22163 0.00 0.00 0.00
H 1.66805 -0.85244 4.89489 0.01 0.00 0.01
H 1.26304 -1.71970 2.61734 0.00 0.01 0.00
H 2.19645 -4.48401 -1.17402 0.00 0.00 0.00
H 0.76810 -5.45833 -2.95596 0.00 0.00 0.00
H -1.23494 -4.19553 -3.75428 -0.01 0.01 0.00
H -1.75541 -2.00301 -2.68981 -0.01 -0.02 0.00
```
Positions in Å, forces in eV/Å.

Summary:
Kohn-Sham gap (alpha / beta)	0.2677 / 0.2675	hartree
HOMO level (alpha / beta)	-17.40 / -17.40	eV
LUMO (alpha / beta)	-10.11 / -10.12	eV
total charge	+3
maximum force	0.838	eV/Å

Results of the Mulliken charge analysis, in e, for atoms 1 through 6: atom 1 (Co): -0.560, atom 2 (C): -0.991, atom 3 (N): 0.178, atom 4 (C): -0.935, atom 5 (C): 0.840, atom 6 (O): -0.773


No. 3
Computed, not measured: a cluster of 11 separate species, C9H39NO11 in total at a distorted geometry, with ωB97M-V with the def2-TZVPD basis set.

```
60
Properties=species:S:1:pos:R:3:forces:R:3
C 26.48252 9.30785 -9.55676 -0.22 -0.01 0.91
C 27.50002 8.21754 -9.96896 -0.39 1.71 1.30
C 28.69134 8.98160 -10.62558 1.14 -0.48 0.66
C 30.05968 8.26562 -10.63573 -1.19 -0.63 -0.63
C 30.33818 7.80187 -9.20418 -0.61 1.35 -0.88
C 29.23417 6.97912 -8.48777 1.04 -1.12 1.75
N 27.87208 7.56537 -8.64955 0.91 -0.46 -1.64
O 26.83729 7.02223 -7.95885 1.93 -0.49 -1.85
C 29.16515 5.52576 -8.99233 -0.63 -0.68 -0.91
C 29.64352 6.93005 -6.94049 -1.06 0.05 -0.70
C 26.87655 7.18834 -10.87232 -0.24 -0.29 -1.51
H 26.32839 9.99263 -10.39069 -0.34 -0.26 0.01
H 26.79235 9.90274 -8.69757 0.87 0.24 -0.19
H 25.58246 8.89113 -9.10473 -0.43 -0.30 -1.05
H 28.43649 9.37220 -11.61077 -0.44 -0.30 0.04
H 28.91950 9.85417 -10.01349 -0.43 0.26 0.11
H 30.79908 8.92754 -11.08659 0.21 0.49 0.85
H 30.18126 7.45884 -11.35853 -0.75 -0.57 0.09
H 30.33699 8.72597 -8.62614 0.78 0.06 0.23
H 31.32685 7.35062 -9.28794 -0.22 -0.43 1.09
H 28.30807 4.95542 -8.63423 0.01 0.25 0.53
H 29.03953 5.45862 -10.07298 0.17 0.40 -0.19
H 30.05610 4.93455 -8.78071 0.14 0.44 0.34
H 30.56212 6.35019 -6.85087 0.06 0.36 -0.07
H 29.71059 7.92376 -6.49760 0.48 0.12 -0.32
H 28.90637 6.43719 -6.30660 -0.20 -0.34 -0.37
H 27.48050 7.21052 -11.77944 0.34 -0.85 0.06
H 25.91878 7.49590 -11.29203 -0.28 0.21 0.67
H 26.73625 6.18846 -10.46166 0.22 0.15 -0.07
H 26.69596 7.64852 -7.24514 -1.21 1.17 1.63
O 20.87696 8.42221 -5.97988 -0.09 -0.03 -0.01
H 21.08910 9.31797 -5.71751 -0.06 0.49 0.11
H 21.52686 7.88066 -5.53200 0.18 -0.43 0.08
O 21.33743 11.57218 -6.22530 -0.56 -0.73 -0.13
H 20.55854 12.01973 -6.55586 -0.39 0.43 0.36
H 22.05867 12.17085 -6.41926 0.69 0.71 0.22
O 20.68785 7.45593 -8.64767 -0.03 -0.62 -1.06
H 20.65314 8.36971 -8.93055 -0.17 0.24 0.27
H 20.46338 7.48393 -7.71759 0.17 0.09 0.47
O 22.86688 6.34455 -6.97818 0.09 -0.02 0.56
H 23.24253 5.57937 -7.41364 -0.01 -0.23 -0.13
H 23.26806 7.09305 -7.41980 0.01 0.28 -0.36
O 20.77830 10.12503 -8.44949 -0.29 0.18 -1.04
H 21.00052 10.73075 -7.74243 0.39 0.31 0.74
H 19.85282 10.29279 -8.62722 -0.35 -0.06 -0.13
O 23.54527 12.03193 -9.32546 0.22 -0.10 0.34
H 23.17862 12.87745 -9.58408 -0.19 0.25 -0.05
H 23.61559 11.54042 -10.14381 0.01 -0.21 -0.29
O 23.07145 7.39195 -10.16010 0.85 0.14 -0.33
H 22.19895 7.41385 -9.76705 -0.66 -0.33 0.65
H 22.94436 7.73247 -11.04561 0.00 -0.03 -0.26
O 25.67850 8.84451 -6.50233 1.26 -0.27 0.37
H 24.91216 9.06277 -7.03272 -1.00 0.11 -0.38
H 25.34922 8.81911 -5.60391 0.00 -0.04 0.30
O 23.52391 13.31239 -6.51455 -0.23 -0.20 0.16
H 23.88594 12.72709 -7.17983 0.40 -0.23 -0.34
H 23.52606 14.17583 -6.92771 -0.01 0.35 0.01
O 23.34889 9.49576 -7.67698 0.76 0.00 0.26
H 22.40824 9.32570 -7.72672 -0.53 -0.45 0.01
H 23.47706 10.28953 -8.19633 -0.08 0.37 -0.29
```
Positions in Å, forces in eV/Å.

Summary:
Kohn-Sham gap (alpha / beta)	0.3763 / 0.2545	hartree
HOMO level (alpha / beta)	-12.66 / -12.66	eV
multiplicity	2
expectation value of S²	0.75
LUMO (alpha / beta)	-2.42 / -5.73	eV
total charge	+1
maximum force	2.717	eV/Å

Results of the Mulliken charge analysis, in e, for atoms 1 through 6: atom 1 (C): -2.153, atom 2 (C): 2.125, atom 3 (C): -1.475, atom 4 (C): -0.814, atom 5 (C): -1.006, atom 6 (C): 1.174


Among the records above, which one has the highest total charge? C25H31CoN4O3P


total charge of number 2 (C25H31CoN4O3P)? +3


Among the records above, which one has the lowest total charge? C6H16N2O


Number 1 is which compound? C6H16N2O